No. 1
# C5H11BrN

The ion C5H11BrN with charge +1 at a distorted geometry (ωB97M-V with the def2-TZVPD basis set, the OMol25 dataset).

Structure (ORCA input):
```
! wB97M-V def2-TZVPD RIJCOSX def2/J DEFGRID3
* xyz 1 1
C 1.007 -2.021 0.258
C 1.059 -0.705 -0.078
Br 2.674 0.209 -0.864
N -0.107 0.228 -0.089
C -0.650 0.423 -1.435
C 0.343 1.436 0.573
C -1.191 -0.280 0.823
H 1.904 -2.718 0.060
H 0.235 -2.511 0.774
H -1.218 1.433 -1.407
H 0.127 0.566 -2.146
H -1.280 -0.379 -1.767
H -0.528 1.969 0.793
H 0.834 1.208 1.598
H 0.952 2.178 0.090
H -1.808 0.596 0.967
H -1.669 -1.073 0.163
H -0.682 -0.560 1.687
*
```

**Molecular weight**: 165.1 g/mol
**HOMO energy**: -0.52348 Ha
**Energy relative to the best compared isomer or geometry (same formula, charge and spin)**: 243.3 kJ/mol
**HOMO-LUMO gap**: 10.98 eV
**SMILES**: C=C(Br)[N+](C)(C)C

=====

No. 2
# C21H35NOSSb2SiTi

A structure of composition C21H35NOSSb2SiTi at a distorted geometry (ωB97M-V with the def2-TZVPD basis set, the OMol25 dataset).

Structure (ORCA input):
```
! wB97M-V def2-TZVPD RIJCOSX def2/J DEFGRID3
* xyz -1 4
Ti 1.252 -0.119 -0.007
C 1.577 -2.380 -1.143
Sb 0.184 -2.752 0.600
C -1.398 -1.251 1.001
C -1.263 -3.715 -0.927
C -2.668 -3.268 -0.908
C -3.542 -3.755 0.069
C -4.834 -3.278 0.208
C -5.298 -2.290 -0.650
C -4.453 -1.817 -1.641
C -3.148 -2.286 -1.789
C -2.285 -1.679 -2.851
Sb -0.860 -0.180 -2.173
C -2.278 1.380 -1.897
C -0.266 0.351 -4.149
H 2.349 -3.136 -0.992
H 2.153 -1.433 -1.169
H 1.110 -2.502 -2.118
H -1.721 -1.571 1.995
H -2.241 -1.324 0.316
H -1.094 -0.207 1.091
H -1.191 -4.760 -0.623
H -0.810 -3.617 -1.910
H -3.177 -4.520 0.747
H -5.475 -3.675 0.986
H -6.303 -1.900 -0.555
H -4.805 -1.050 -2.324
H -2.914 -1.154 -3.573
H -1.698 -2.419 -3.398
H -2.797 1.570 -2.838
H -1.752 2.277 -1.573
H -2.997 1.095 -1.129
H -1.140 0.376 -4.802
H 0.458 -0.366 -4.534
H 0.209 1.329 -4.103
O 0.417 1.423 0.617
N 0.897 2.693 0.364
C 0.298 3.722 1.072
C 0.450 5.006 0.643
C 1.181 5.294 -0.524
C 1.744 4.202 -1.237
C 1.597 2.911 -0.819
S 2.252 1.485 -1.611
H -0.223 3.414 1.965
H 0.007 5.796 1.235
H 1.305 6.308 -0.876
H 2.333 4.366 -2.130
C 1.454 0.398 3.760
Si 3.082 0.385 2.805
C 4.337 -0.420 3.962
C 3.620 2.159 2.533
C 3.007 -0.480 1.186
H 1.340 1.332 4.317
H 1.417 -0.426 4.479
H 0.593 0.305 3.094
H 4.473 0.165 4.877
H 5.309 -0.516 3.472
H 4.005 -1.421 4.250
H 3.575 2.729 3.465
H 2.982 2.655 1.799
H 4.646 2.194 2.157
H 3.187 -1.552 1.349
H 3.828 -0.098 0.562
*
```

**Molecular weight**: 669.1 g/mol
**HOMO energy (alpha / beta)**: -0.07184 / -0.16934 Ha
**Energy relative to the best compared isomer or geometry (same formula, charge and spin)**: 46.0 kJ/mol
**HOMO-LUMO gap (alpha / beta)**: 4.64 / 7.26 eV

=====

No. 3
# C16H27N3OS

An isolated molecule of C16H27N3OS at a distorted geometry (ωB97M-V with the def2-TZVPD basis set, the OMol25 dataset).

Structure (ORCA input):
```
! wB97M-V def2-TZVPD RIJCOSX def2/J DEFGRID3
* xyz 0 1
C 5.389 -1.275 -1.864
C 3.891 -1.308 -1.796
C 3.313 -2.636 -1.419
C 3.160 -0.230 -2.052
C 1.657 -0.163 -2.021
N 1.133 -0.437 -0.687
C 1.590 0.504 0.318
C 0.838 1.841 0.297
N -0.582 1.584 0.433
C -1.369 2.793 0.582
C -2.752 2.458 1.020
C -3.946 2.836 0.490
N -5.047 2.354 1.113
C -4.755 1.606 2.112
C -5.742 0.942 2.994
S -3.026 1.423 2.383
C -1.042 0.763 -0.671
C -0.313 -0.591 -0.644
C -0.751 -1.379 0.598
C 0.010 -2.695 0.749
O -0.341 -3.391 1.923
H 5.749 -2.002 -2.591
H 5.815 -1.539 -0.896
H 5.753 -0.291 -2.147
H 3.661 -2.922 -0.428
H 3.647 -3.401 -2.119
H 2.230 -2.604 -1.405
H 3.662 0.693 -2.314
H 1.342 0.820 -2.406
H 1.242 -0.923 -2.691
H 2.657 0.673 0.168
H 1.450 0.043 1.298
H 1.168 2.453 1.140
H 1.062 2.392 -0.635
H -1.424 3.386 -0.351
H -0.886 3.410 1.348
H -4.072 3.476 -0.365
H -5.521 -0.120 3.086
H -6.738 1.074 2.579
H -5.712 1.380 3.992
H -2.117 0.601 -0.568
H -0.868 1.264 -1.642
H -0.607 -1.163 -1.533
H -0.607 -0.769 1.490
H -1.822 -1.586 0.509
H -0.163 -3.326 -0.136
H 1.079 -2.498 0.829
H -1.296 -3.522 1.930
*
```

**Molecular weight**: 309.5 g/mol
**HOMO energy**: -0.30099 Ha
**Energy relative to the best compared isomer or geometry (same formula, charge and spin)**: 170.1 kJ/mol
**HOMO-LUMO gap**: 8.88 eV
**SMILES**: CC(C)=CCN1CCN(Cc2cnc(C)s2)C[C@@H]1CCO